DFT (the ωB97M-V functional and the def2-TZVPD basis) results for C27H23Cl5F5InNOS as an isolated structure.

```
! RIJCOSX wB97M-V def2-TZVPD def2/J DEFGRID3
* xyz 1 1
In 0.4773 -0.5263 0.2475
C -4.2228 -1.0054 -0.3449
C -3.1927 -0.4924 0.6114
C -2.9833 0.8797 0.7408
C -2.0406 1.3916 1.6185
C -1.8981 2.8645 1.8337
C -1.2642 0.4977 2.3599
C -1.5101 -0.8844 2.3169
C -0.8677 -1.7916 3.3205
C -2.4623 -1.3610 1.4139
H -5.2224 -0.7893 0.0308
H -4.1341 -2.0794 -0.4812
H -4.1205 -0.5191 -1.3128
H -3.5815 1.5593 0.1527
H -2.6517 3.1935 2.5518
H -2.0592 3.4209 0.9133
H -0.9176 3.1059 2.2391
H -0.5669 0.8858 3.0899
H -1.4969 -1.8440 4.2111
H 0.1111 -1.4134 3.6210
H -0.7587 -2.8046 2.9376
H -2.6664 -2.4241 1.3782
Cl 3.0010 -1.9129 -1.8650
C 2.3161 -0.4531 -2.4524
C 1.3339 0.1539 -1.7030
C 0.7510 1.3292 -2.1224
Cl -0.4909 1.9150 -1.1178
C 1.1794 1.9570 -3.2895
Cl 0.5279 3.4604 -3.7733
C 2.1733 1.3362 -4.0593
Cl 2.7158 2.0798 -5.5012
C 2.7351 0.1198 -3.6551
Cl 3.9308 -0.6534 -4.6087
F -1.1915 -5.2560 -4.5614
C -0.7827 -4.7215 -3.4180
C -1.1969 -3.4456 -3.0463
F -1.9808 -2.7309 -3.8514
C -0.7837 -2.8989 -1.8388
F -1.2272 -1.6508 -1.5138
C 0.0710 -3.5778 -0.9745
S 0.6211 -3.0162 0.5801
C 0.4915 -4.8523 -1.3797
F 1.3153 -5.5326 -0.5858
C 0.0803 -5.4222 -2.5761
F 0.5035 -6.6292 -2.9254
O 1.7626 0.6009 1.7149
C 2.9674 0.3948 2.0160
C 4.0038 0.2307 0.9521
C 5.0022 -0.8837 1.2673
C 6.1864 -0.3627 2.0783
C 5.7712 0.5228 3.2565
C 4.5208 0.0474 3.9873
N 3.2735 0.3521 3.2992
H 4.5294 1.1791 0.8232
H 3.4698 0.0301 0.0219
H 5.3711 -1.3041 0.3334
H 4.4948 -1.6916 1.7983
H 6.8324 0.2246 1.4247
H 6.7677 -1.2064 2.4485
H 5.5992 1.5462 2.9266
H 6.5850 0.5500 3.9822
H 4.4696 0.5513 4.9548
H 4.5720 -1.0308 4.1733
H 2.4739 0.4911 3.9088
*
```

Computed properties:
LUMO level in eV: -3.91
Molar mass in g/mol: 796.6
Max |F| in eV/Å: 1.35
Orbital gap in eV: 7.24
E in Ha: -4561.08534
ΔE to the lowest compared entry with this formula, charge and spin in eV: 0.000



DFT (the ωB97M-V functional and the def2-TZVPD basis) results for an isolated ion of composition C10H12NS and charge +1.

```
! RIJCOSX wB97M-V def2-TZVPD def2/J DEFGRID3
* xyz 1 1
C -0.6313 0.9519 -3.1954
C -1.7286 1.3958 -2.5196
C 0.4707 0.4879 -2.5748
C -1.6916 1.3197 -1.1009
C 0.5558 0.2832 -1.2571
C -0.6365 0.7928 -0.4764
C 1.6911 -0.3890 -0.6014
C 1.6062 -0.8683 0.6827
C -0.5645 0.5115 1.0303
C 0.3216 -0.8099 1.3397
N 0.4321 -0.9544 2.8236
S -0.5725 -2.3857 0.7898
H -0.6674 0.8517 -4.2867
H -2.6168 1.6084 -3.0659
H 1.2065 0.0769 -3.2007
H -2.5514 1.7675 -0.6253
H 2.7316 -0.3163 -1.1018
H 2.4469 -1.5439 1.1207
H -0.3218 1.2849 1.6826
H -1.6210 0.2539 1.3421
H 1.1672 -0.2798 3.2134
H 1.0611 -1.9101 2.8987
H -0.4676 -1.1037 3.2949
H -1.5868 -1.9886 -0.1094
*
```

Computed properties:
LUMO level in eV: -3.66
Molar mass in g/mol: 178.3
Max |F| in eV/Å: 5.21
Orbital gap in eV: 8.30
E in Ha: -840.87503
SMILES: [NH3+][C@]1(S)C=Cc2ccccc2C1
ΔE to the lowest compared entry with this formula, charge and spin in eV: 2.006



DFT (the ωB97M-V functional and the def2-TZVPD basis) results for an isolated ion of composition HN2O2S and charge +1.

```
! RIJCOSX wB97M-V def2-TZVPD def2/J DEFGRID3
* xyz 1 1
N -1.1642 -0.7485 -0.1726
N -2.0653 -0.8375 -0.8010
O 1.4295 -0.1696 0.6743
O -0.3690 1.5404 -0.5205
S 0.0148 0.4768 0.8365
H 2.1543 -0.2617 -0.0167
*
```

Computed properties:
LUMO level (alpha / beta) in eV: -8.33 / -8.33
Molar mass in g/mol: 93.1
Max |F| in eV/Å: 9.73
Orbital gap (alpha / beta) in eV: 8.84 / 8.82
E in Ha: -658.33113
ΔE to the lowest compared entry with this formula, charge and spin in eV: 3.646



DFT (the ωB97M-V functional and the def2-TZVPD basis) results for a 2-piece molecular cluster, C5H5NO overall.

```
! RIJCOSX wB97M-V def2-TZVPD def2/J DEFGRID3
* xyz 0 1
O 0.0935 -0.2418 2.1969
C 0.9071 -0.2093 1.3543
C 2.0670 -0.2870 0.7008
C 2.2754 -0.0142 -0.5835
C -0.5105 0.4412 -0.4385
C -1.7428 -0.4827 -0.4243
N -1.6610 0.9003 -0.0935
H 3.2426 -0.0591 -1.0745
H 1.3973 0.2859 -1.1743
H -1.8346 -1.2023 0.3857
H -2.2075 -0.7405 -1.3703
H -2.0265 1.6096 0.5212
*
```

Computed properties:
LUMO level in eV: 0.08
Molar mass in g/mol: 95.1
Max |F| in eV/Å: 0.92
Orbital gap in eV: 8.74
E in Ha: -323.29430
ΔE to the lowest compared entry with this formula, charge and spin in eV: 6.133



DFT (the ωB97M-V functional and the def2-TZVPD basis) results for a 10-piece molecular cluster, C30H83O33P3S7 overall.

```
! RIJCOSX wB97M-V def2-TZVPD def2/J DEFGRID3
* xyz 0 1
O 14.2835 11.1982 14.5670
S 14.2551 10.6465 13.2431
O 13.9665 9.2250 13.0154
O 13.1169 11.4478 12.4951
C 11.8337 10.8226 12.2954
C 11.0130 10.7901 13.5505
C 15.6834 11.1174 12.4543
H 11.9085 9.8148 11.8526
H 11.3837 11.4458 11.6349
H 10.0051 10.2924 13.3526
H 10.7832 11.7548 14.0493
H 11.6048 10.1483 14.2671
H 15.3594 11.9485 11.8203
H 16.0066 10.3570 11.8324
H 16.4506 11.3358 13.2036
O 14.2102 15.3320 19.2699
S 13.4310 14.8418 18.2015
O 13.1259 15.6335 17.1032
O 14.0297 13.5521 17.5813
C 15.0642 12.8950 18.3575
C 15.3233 11.4310 17.9949
C 11.9563 14.2282 18.9410
H 14.8861 13.1575 19.4378
H 15.9640 13.4619 18.1709
H 15.6365 11.3478 16.9422
H 14.5749 10.6776 18.3210
H 16.1162 11.1924 18.6915
H 12.1722 13.3299 19.5262
H 11.3799 13.8634 18.0686
H 11.3374 14.9500 19.5925
O 12.6519 22.0639 12.5899
S 11.8132 20.9442 12.3537
O 11.3779 20.7912 10.9892
O 12.6283 19.6162 12.6544
C 13.2229 19.4904 13.9910
C 13.2480 17.9304 14.2416
C 10.4281 21.0523 13.4410
H 12.5274 19.9030 14.7151
H 14.1780 20.0868 13.9764
H 13.5349 17.7140 15.2318
H 13.8353 17.3789 13.4793
H 12.2623 17.4658 14.1327
H 10.0665 22.0379 13.3653
H 10.7346 20.9273 14.4975
H 9.6685 20.3403 13.0956
O 18.9214 18.7602 17.4327
S 17.8000 18.3222 18.1993
O 17.4147 19.0956 19.3387
O 16.6270 18.1408 17.1455
C 15.2690 17.9088 17.7472
C 14.4522 19.1663 18.1043
C 17.8723 16.5384 18.6960
H 15.4001 17.3136 18.6296
H 14.8465 17.3053 16.9468
H 14.7228 19.5300 19.0817
H 13.3893 18.9225 18.3010
H 14.6111 20.0330 17.4452
H 18.7398 16.1315 19.2142
H 17.8750 16.0591 17.7498
H 16.9396 16.1832 19.1797
O 21.1122 13.0772 12.8327
S 21.2233 12.9208 14.2644
O 22.2644 12.2111 14.9475
O 21.2786 14.3214 14.9491
C 20.5034 15.4661 14.4955
C 19.8523 16.1629 15.6426
C 19.6064 12.4522 14.8426
H 19.8752 15.0722 13.7078
H 21.2244 16.0764 13.9691
H 19.5281 17.1504 15.2976
H 20.5677 16.4898 16.3896
H 18.9632 15.6410 15.9449
H 19.4574 11.3685 14.6830
H 18.7936 13.0653 14.3823
H 19.7094 12.7036 15.9021
O 8.1315 13.2783 17.4916
S 7.8811 14.5134 18.2154
O 8.4548 14.6860 19.5445
O 8.4180 15.7897 17.3920
C 9.2952 15.8271 16.2275
C 10.2133 17.0186 16.5338
C 6.1474 14.8907 18.1846
H 8.7072 15.9247 15.3532
H 9.8716 14.9009 16.1070
H 9.6246 17.9542 16.4942
H 11.0049 17.1428 15.8942
H 10.6421 16.9123 17.5098
H 5.8227 14.9383 17.1726
H 6.0967 15.8418 18.6553
H 5.6699 14.1812 18.8619
O 17.2140 14.5098 13.7365
S 16.2856 15.0826 14.6644
O 16.5017 14.8826 16.0586
O 16.3094 16.6404 14.4698
C 16.9984 17.1635 13.2345
C 16.7667 18.6510 13.2689
C 14.7206 14.6107 14.2589
H 16.4966 16.7437 12.3605
H 18.0542 16.8771 13.1088
H 15.6938 18.7729 13.2938
H 17.1767 19.0544 12.3094
H 17.3646 19.1938 14.0677
H 14.5968 13.5423 14.4568
H 14.6812 14.7979 13.1957
H 14.1072 15.1172 15.0465
C 16.3985 15.0396 10.0320
O 15.0087 14.9391 9.4938
P 13.8817 15.8431 10.0892
O 14.0312 16.0509 11.5060
O 12.5058 15.1757 9.6232
C 12.2911 14.6925 8.2895
O 13.9893 17.1427 9.2317
C 13.5308 18.3713 9.6501
H 16.4089 14.4869 10.9430
H 16.7781 16.0690 10.1376
H 17.0344 14.7512 9.2616
H 13.0957 14.8722 7.5724
H 11.4372 15.2451 7.9028
H 11.9800 13.6468 8.4114
H 13.4902 19.0925 8.8684
H 14.1236 18.8077 10.4753
H 12.4459 18.2807 9.9938
C 20.4235 14.7098 10.6002
O 19.9205 15.9633 10.0596
P 20.1617 17.3631 10.7703
O 20.4711 17.2931 12.2328
O 18.7858 18.1241 10.3433
C 18.7409 18.9837 9.1778
O 21.2547 18.0955 9.9280
C 22.1440 19.0368 10.4579
H 19.5280 14.0406 10.7162
H 21.0230 14.8173 11.4640
H 21.0845 14.1591 9.8043
H 19.0492 18.5166 8.1917
H 19.2256 19.8786 9.3970
H 17.6622 19.2330 9.0233
H 22.7160 19.4030 9.6283
H 22.9044 18.7115 11.2052
H 21.5983 19.8104 11.0366
C 16.3931 22.4321 13.5585
O 17.8229 22.4187 13.6694
P 18.8340 22.0321 12.4836
O 18.2550 21.1309 11.4488
O 19.3665 23.3883 11.9040
C 20.1742 24.2895 12.8093
O 20.0383 21.4800 13.3771
C 19.9068 20.2828 14.1401
H 16.0443 21.4750 13.3091
H 16.0114 23.1515 12.7895
H 15.9001 22.7271 14.5087
H 20.9829 23.7915 13.2782
H 19.5159 24.6804 13.6181
H 20.5002 25.1518 12.2300
H 20.6929 20.3140 14.8875
H 20.0872 19.3279 13.5708
H 18.9473 20.3547 14.6868
*
```

Computed properties:
LUMO level in eV: 0.10
Molar mass in g/mol: 1289.4
Max |F| in eV/Å: 3.77
Orbital gap in eV: 10.62
E in Ha: -7487.23916
SMILES: CCOS(C)(=O)=O.CCOS(C)(=O)=O.CCOS(C)(=O)=O.CCOS(C)(=O)=O.CCOS(C)(=O)=O.CCOS(C)(=O)=O.CCOS(C)(=O)=O.COP(=O)(OC)OC.COP(=O)(OC)OC.COP(=O)(OC)OC
ΔE to the lowest compared entry with this formula, charge and spin in eV: 2.207



DFT (the ωB97M-V functional and the def2-TZVPD basis) results for C22H35BaBrO2P2 as an isolated structure.

```
! RIJCOSX wB97M-V def2-TZVPD def2/J DEFGRID3
* xyz 0 1
P 0.7352 -1.4493 -1.8496
P 1.5866 -1.4307 1.4009
C 1.9250 -2.6758 -1.0894
C 1.5933 -2.9967 0.3743
H 2.9486 -2.2925 -1.1876
H 1.8193 -3.5527 -1.7322
H 0.6802 -3.6210 0.4566
H 2.4120 -3.5338 0.8508
C 3.3027 -0.9603 0.9776
H 3.6811 -0.1209 1.5836
H 3.4067 -0.6650 -0.0780
H 3.9196 -1.8573 1.1666
C 1.7186 -1.8014 3.1882
H 2.7723 -1.6604 3.4343
H 1.4598 -2.8299 3.4770
H 1.0800 -1.0866 3.7451
C 1.3899 -1.4585 -3.6407
H 0.9377 -0.6289 -4.2043
H 1.0963 -2.3889 -4.1524
H 2.4788 -1.3372 -3.7395
C -0.7263 -2.4610 -2.2112
H -0.9312 -3.1187 -1.3556
H -0.4767 -3.0559 -3.1007
H -1.5719 -1.7878 -2.4177
Ba -1.1022 -1.9893 1.1878
C 2.1148 1.3021 -0.8074
C 2.6652 0.6447 -1.8601
C 3.0394 1.3109 -3.1321
C 1.9160 2.3327 -3.5043
C 0.5172 1.7792 -3.7032
C -0.2837 1.1529 -2.8292
C -0.3921 1.3621 -1.3390
C 0.8339 2.0326 -0.6629
C -4.1041 -1.8531 0.0922
H 2.7913 1.4202 0.0468
H 3.2159 -0.3010 -1.6952
H 3.2647 0.6578 -3.9904
H 3.9922 1.8430 -2.9031
H 1.9309 3.0939 -2.7256
H 2.1648 2.8201 -4.4566
H 0.1390 1.8814 -4.7433
H -0.9829 0.4005 -3.2104
H -0.6739 0.4290 -0.7973
H -1.2911 1.9781 -1.1444
H 0.8123 3.1140 -0.8902
H 0.6715 1.9428 0.4094
H -4.8216 -1.9733 0.9218
H -4.1696 -2.5595 -0.7579
H -3.7748 -0.8210 -0.1201
Br -4.0256 -1.0019 4.0739
C -3.7617 0.8947 4.0575
C -4.5905 1.7045 4.8238
C -4.4777 3.1061 4.7262
C -3.4149 3.6872 4.0037
C -2.4835 2.8770 3.3421
C -2.7148 1.4947 3.3184
C -1.8274 0.6167 2.5036
O -1.9856 0.5666 1.2351
O -1.0093 -0.1261 3.1369
H -5.3267 1.2250 5.4710
H -5.2414 3.7085 5.2202
H -3.2747 4.7715 3.9663
H -1.5773 3.2461 2.8396
*
```

Computed properties:
LUMO level in eV: -0.36
Molar mass in g/mol: 610.7
Max |F| in eV/Å: 4.19
Orbital gap in eV: 4.68
E in Ha: -4291.75572
ΔE to the lowest compared entry with this formula, charge and spin in eV: 0.000